--- w ---
The following is a DFT calculation (wB97M-V/def2-TZVPD) of the ion C5H10NO with charge +1.

The geometry in XYZ format:
```
17
Properties=species:S:1:pos:R:3
C -1.869 -0.241 -0.252
C -2.803 0.639 -0.030
C -0.678 -1.065 -0.028
C 0.703 -0.660 0.426
C 0.830 0.880 0.719
N 1.853 -0.929 -0.491
O 1.017 1.568 -0.460
H -3.026 1.039 0.853
H -3.349 1.062 -0.859
H -1.015 -1.835 0.623
H -0.712 -1.765 -0.876
H 1.656 1.047 1.423
H -0.085 1.032 1.189
H 2.427 -0.287 0.177
H 1.703 -0.467 -1.432
H 2.280 -1.925 -0.602
H 0.381 2.315 -0.464
```

Output
HOMO-LUMO gap (alpha / beta)   6.16 / 10.18 eV
HOMO (alpha / beta)   -11.71 / -13.78 eV
2S+1   1
E_LUMO (alpha / beta)   -5.54 / -3.59 eV
Total charge   +1

--- x ---
The following is a DFT calculation (wB97M-V/def2-TZVPD) of the ion C5H10NO with charge +1.

The geometry in XYZ format:
```
17
Properties=species:S:1:pos:R:3
C -1.685 0.413 0.018
C -1.021 -0.315 0.910
C 0.642 0.319 -0.683
C -0.766 0.768 -1.180
C 1.460 -0.584 1.506
N 0.359 -0.690 0.438
O -1.120 0.090 -2.423
H -2.550 0.835 0.314
H -1.538 -0.783 1.741
H 1.226 -0.183 -1.359
H 1.121 1.154 -0.179
H -0.792 1.763 -1.307
H 1.182 0.158 2.158
H 1.693 -1.529 2.037
H 2.408 -0.265 1.049
H 0.176 -1.725 0.196
H -0.795 0.574 -3.235
```

Output
HOMO-LUMO gap   11.63 eV
HOMO   -14.91 eV
2S+1   1
E_LUMO   -3.27 eV
Total charge   +1
Structure (SMILES)   C[N@H+]1C=C[C@H](O)C1

So which one wins? Going from most stable to least: x, w.

--- w ---
The following is a DFT calculation (wB97M-V/def2-TZVPD) of a cluster of 2 separate species, C5H10NO in total.

The geometry in XYZ format:
```
17
Properties=species:S:1:pos:R:3
C -1.745 -0.376 -1.345
C -2.553 0.598 -0.990
C 2.813 -0.519 0.672
C -0.820 0.591 0.900
C 2.092 0.094 -0.269
N -1.841 -0.140 0.127
O 1.356 -0.484 -1.168
H -1.510 -1.126 -1.977
H -3.325 1.386 -0.890
H 2.822 -1.587 0.882
H -2.570 -0.778 0.720
H 3.380 0.025 1.395
H -1.266 0.781 1.973
H 0.248 0.181 0.912
H -0.653 1.592 0.443
H 2.052 1.129 -0.348
H 1.522 -1.367 -1.037
```

Output
HOMO-LUMO gap   8.23 eV
HOMO   -12.44 eV
2S+1   1
E_LUMO   -4.22 eV
Total charge   +1

--- x ---
The following is a DFT calculation (wB97M-V/def2-TZVPD) of a cluster of 2 separate species, C5H10NO in total.

The geometry in XYZ format:
```
17
Properties=species:S:1:pos:R:3
C 1.813 0.684 1.433
C 2.369 0.876 0.223
C -0.061 0.045 2.682
N 0.519 0.242 1.539
H 2.403 0.913 2.388
H 1.945 0.455 -0.665
H 3.351 1.335 0.144
H -1.090 -0.304 2.691
H 0.443 0.385 3.570
H -0.002 -0.006 0.666
O -1.034 -0.664 -0.378
C -1.500 -1.112 -1.400
C -1.792 -0.294 -2.619
H -1.714 -2.195 -1.411
H -1.500 0.786 -2.490
H -2.837 -0.420 -2.869
H -1.313 -0.727 -3.505
```

Output
HOMO-LUMO gap   9.39 eV
HOMO   -14.36 eV
2S+1   1
E_LUMO   -4.97 eV
Total charge   +1

--- y ---
The following is a DFT calculation (wB97M-V/def2-TZVPD) of the ion C5H10NO with charge +1.

The geometry in XYZ format:
```
17
Properties=species:S:1:pos:R:3
C -2.372 -0.516 0.235
C -1.937 0.966 0.047
C -0.116 1.003 -0.195
C 1.430 0.909 0.405
C 1.599 -1.388 -0.230
N 2.083 -0.188 0.344
O -1.609 -1.445 0.049
H -3.363 -0.645 0.482
H -2.148 1.699 0.951
H -2.186 1.302 -0.953
H 0.053 0.297 -1.031
H -0.210 1.998 -0.650
H 2.247 -2.300 -0.162
H 0.704 -1.779 0.328
H 1.270 -1.348 -1.330
H 3.043 -0.320 0.624
H 1.512 1.754 1.087
```

Output
HOMO-LUMO gap   8.91 eV
HOMO   -14.03 eV
2S+1   1
E_LUMO   -5.12 eV
Total charge   +1
Structure (SMILES)   C/[NH+]=C\CCC=O

So which one wins? Going from most stable to least: x, y, w.